Formula: C8H8O3
Source: the OMol25 dataset
Level of theory: ωB97M-V/def2-TZVPD

Computed properties:
strongest force on any atom	4.72	eV Å⁻¹
SMILES	O=C(O)COc1ccccc1
relative energy (zero: lowest compared OMol25 entry of this formula, charge and spin)	216.7	kJ/mol
frontier orbital gap	9.54	eV

Last column: Mulliken charge in e.
Cartesian coordinates (Å):
H1 1.647 -0.661 -1.463  0.300
C1 -2.522 -1.037 0.285  -0.459
H2 4.060 1.278 0.984  0.339
H3 -2.518 2.388 -0.236  0.369
H4 -0.391 2.088 -0.271  0.298
O1 4.337 -0.248 -0.623  -0.560
C2 -1.148 -1.189 0.381  -0.337
C3 -2.235 1.368 -0.273  -0.483
H5 -0.797 -2.201 0.792  0.246
C4 3.250 0.009 -0.128  0.343
O2 1.000 0.007 0.345  -0.196
H6 1.932 -1.804 -0.037  0.285
C5 -3.137 0.291 -0.166  -0.499
C6 -0.315 -0.094 0.133  0.472
O3 3.171 0.949 0.925  -0.440
C7 1.906 -0.729 -0.331  -0.156
H7 -3.129 -1.905 0.321  0.379
C8 -0.893 1.123 -0.164  -0.231
H8 -4.218 0.367 -0.474  0.329